Entry from the OMol25 dataset: one molecule with the formula C4H6N2O at a distorted geometry (ωB97M-V/def2-TZVPD).

Calculated values
electronic energy: -9271.765 eV
energy above the lowest of the compared OMol25 structures with the same formula, charge and spin: 40.1 kcal/mol
SMILES: [H]/N=C/OCCC#N
highest occupied orbital energy: -10.6 eV
charge: 0
HOMO-LUMO gap: 11.29 eV

Element x y z (Å)
N -1.1516 0.1638 -2.0704
C 0.0022 -0.0654 -1.6252
O 0.6971 0.8346 -0.8751
C 0.2069 1.0789 0.4314
C 0.5651 -0.0882 1.3666
C -0.3580 -1.2239 1.2594
N -1.0979 -2.1094 1.1805
H -1.4391 -0.6639 -2.5899
H 0.5723 -0.9834 -1.7959
H -0.8725 1.2640 0.4175
H 0.7222 1.9785 0.7741
H 1.5758 -0.4305 1.1177
H 0.5776 0.2449 2.4092